Density functional theory data (wB97M-V/def2-TZVPD) for a cluster of 2 separate species, C3H5NO in total in a non-equilibrium geometry.

Gap between HOMO and LUMO, eV: 10.6736
M, g/mol: 71.08
LUMO level, eV: 1.10
HOMO, eV: -9.571
Relative energy (zero: lowest compared OMol25 entry of this formula, charge and spin), kcal/mol: 33.0
Total charge: 0

Each line ends with the natural charge from an NBO analysis.
Atoms and positions in Å:
O 4.35771 1.15045 2.25794  -0.5060
N 1.72251 0.53872 -0.24488  -0.6400
C 3.43628 0.50223 2.15160  0.5078
C -0.73974 0.28950 0.14158  -0.7098
C 0.63896 -0.15808 -0.38959  0.1562
H 0.61469 -1.12445 -0.91315  0.1696
H -1.30445 1.07130 -0.35212  0.2402
H -1.23252 -0.63918 0.44832  0.2188
H -0.52171 0.70904 1.12869  0.2176
H 1.77255 1.37871 0.35758  0.3456